[1]
62
Properties=species:S:1:pos:R:3:forces:R:3:nbo_charge:R:1 method="wB97M-V/def2-TZVPD" charge=-1
O -0.18511 2.13286 -3.68883 0.6 0.1 0.0 -0.53
C 0.53830 2.52539 -4.89706 -1.0 0.5 0.9 -0.07
C -0.26937 3.86989 -4.87874 0.4 -0.6 0.7 -0.44
H 0.30481 1.86644 -5.77121 0.0 0.4 0.6 0.15
H 1.63312 2.51694 -4.72640 -0.6 0.2 -0.1 0.19
C -1.31713 3.04506 -3.91516 1.0 -0.5 -0.8 0.27
H -0.49127 4.30515 -5.87053 -0.3 0.0 0.6 0.20
H 0.29709 4.59910 -4.20344 -1.0 -0.8 -1.0 0.21
C -2.37124 2.07647 -4.49158 -0.5 0.2 -1.5 -0.64
H -2.16504 1.85485 -5.60209 -0.4 0.3 1.6 0.20
H -3.38773 2.49076 -4.37046 0.3 -0.1 -0.4 0.20
H -2.38366 1.09149 -3.96433 0.4 0.9 -0.2 0.25
C -1.85973 3.76122 -2.66402 -0.2 0.2 0.5 -0.65
H -1.31921 4.69238 -2.42446 0.2 -0.6 0.1 0.21
H -1.88790 3.07497 -1.79335 0.5 0.3 -0.4 0.25
H -2.91547 4.10269 -2.70965 0.5 -0.4 -0.7 0.21
Zn 1.19206 -1.87338 -1.25577 -0.1 1.5 1.9 1.47
C 1.43417 0.77274 0.28125 0.7 -0.5 -0.3 -0.25
C 2.33093 -0.27261 -0.10001 -0.7 0.6 0.3 -0.53
C 2.66331 -0.06742 -1.50730 -0.1 0.1 0.2 -0.51
H 2.92900 -0.82579 0.62050 -0.3 -0.4 -0.3 0.24
C 2.09668 1.18457 -1.87513 -0.9 -0.1 0.4 -0.28
C 1.24110 1.63895 -0.81936 1.0 -0.4 0.0 -0.29
H 0.53966 2.48914 -0.78794 0.7 -0.4 -0.3 0.21
H 1.03910 0.90622 1.29402 0.0 -0.2 -0.6 0.21
H 3.37839 -0.65862 -2.09307 0.1 0.5 0.4 0.22
H 2.40787 1.72133 -2.76628 -0.7 -0.2 -0.1 0.19
C -2.18011 -1.24709 1.47001 0.7 -0.2 -1.0 -0.33
C -2.15013 -0.11142 0.59314 0.1 -0.6 -0.4 -0.35
C -1.59405 -0.53285 -0.65520 0.0 0.8 0.6 -0.32
H -2.43121 0.89882 0.92751 0.0 -0.5 -0.6 0.19
C -1.12097 -1.87581 -0.49785 -0.3 0.3 -0.5 -0.50
C -1.54391 -2.31864 0.79602 -0.5 0.0 0.3 -0.33
H -1.48891 -3.33583 1.18851 0.2 0.3 -0.2 0.21
H -2.61774 -1.27545 2.48048 0.3 0.0 -0.6 0.19
H -1.53701 0.06740 -1.58052 0.3 -0.3 0.7 0.21
H -0.67241 -2.50752 -1.31605 -1.4 0.1 0.5 0.15
O 0.41233 -1.80626 -4.57823 0.0 -0.7 -1.5 -0.53
C 0.14654 -1.52917 -6.00559 0.1 0.6 0.3 -0.07
C 0.90500 -2.57620 -6.87221 -0.5 0.3 0.5 -0.43
H 0.47076 -0.48858 -6.28594 0.0 -0.8 0.7 0.17
H -0.95492 -1.51830 -6.20409 0.8 -0.4 0.5 0.18
C 1.64675 -3.48727 -5.83506 -0.2 0.2 -1.0 -0.43
H 1.57505 -2.07897 -7.59651 -0.1 -0.2 0.6 0.20
H 0.16945 -3.10893 -7.48309 0.2 -0.2 0.2 0.21
C 1.37738 -2.88157 -4.44642 0.6 0.4 -0.2 -0.09
H 2.69845 -3.49756 -6.12032 0.1 0.0 0.4 0.21
H 1.31438 -4.53074 -5.89932 -0.1 0.3 0.1 0.21
H 2.30853 -2.45403 -4.01706 -0.4 -0.1 -0.3 0.18
H 1.08268 -3.69339 -3.75251 -0.5 0.6 -0.2 0.19
S 1.60258 -3.89974 -0.31560 0.9 -1.6 -1.7 -0.54
C 1.83256 -3.83528 1.38920 0.1 1.2 1.9 -0.16
C 2.66948 -4.66167 2.18751 -0.3 0.4 -0.8 -0.25
C 2.65189 -4.56033 3.57525 -0.4 -0.3 0.5 -0.23
C 1.73230 -3.74220 4.23784 0.5 0.0 -0.6 -0.25
C 0.97804 -2.88916 3.45210 -0.3 0.0 0.4 -0.21
C 1.09351 -2.86127 2.07803 0.2 0.3 0.1 -0.23
H 3.35250 -5.33063 1.67476 -0.1 -0.1 0.1 0.21
H 3.28017 -5.17237 4.21582 0.2 -0.1 -0.4 0.20
H 1.67517 -3.70444 5.32285 0.0 -0.1 -0.2 0.20
H 0.21329 -2.27957 3.90503 0.1 0.5 0.1 0.21
H 0.59747 -2.04359 1.55448 0.0 -0.6 0.0 0.26


[2]
77
Properties=species:S:1:pos:R:3:forces:R:3:mulliken_charge:R:1 method="wB97M-V/def2-TZVPD" charge=+1
C -4.05657 -1.66619 2.89753 0.0 -0.7 -0.2 -1.04
C -4.09581 -2.50999 1.57715 -0.2 0.0 -0.5 -0.36
B -3.70861 -1.66120 0.30094 -0.5 -0.4 0.8 0.13
O -4.70444 -0.91566 -0.30848 0.8 -0.3 -0.5 -0.60
C -2.20045 -1.73577 -0.24669 0.2 -0.9 0.3 0.09
C -1.16338 -2.07178 0.86873 -0.1 0.6 0.8 -1.10
O 0.10492 -1.46812 0.65838 -0.8 0.0 -0.6 0.10
C 0.49321 -1.66742 -0.70589 0.6 0.0 1.2 -0.59
C 2.00760 -1.46954 -0.79623 0.1 -0.1 -0.5 -0.73
C 2.74075 -2.83190 -0.87569 0.1 -0.3 0.3 0.06
N 2.29153 -3.68328 0.25713 -0.1 0.3 -0.3 -0.45
N 2.52315 -3.57893 -2.11180 0.3 0.4 0.0 -0.58
N 4.16878 -2.56991 -0.81980 -0.5 -0.3 0.0 -0.72
C -0.31227 -0.61795 -1.49728 0.2 0.1 -0.6 -0.62
S -0.14584 -1.01237 -3.27073 1.8 -1.4 -0.8 1.52
O 1.07687 -0.51508 -3.76549 0.0 1.4 0.1 -0.56
O -0.31658 -2.41016 -3.43790 -1.5 -0.3 0.4 -0.67
F -1.32980 -0.26885 -4.00937 0.0 0.0 0.8 -0.25
N -1.77170 -0.55620 -1.07893 0.4 0.0 -0.1 0.92
C -2.11997 0.76075 -0.51668 -0.7 0.9 -0.9 0.02
C -2.76838 1.67379 -1.34427 0.6 -0.8 0.4 -1.08
C -3.02313 2.87772 -0.75556 -1.1 1.5 -1.1 -0.56
C -2.71176 3.17911 0.55809 0.1 -0.2 -0.1 -0.63
N -2.09486 2.29820 1.33602 -0.2 0.5 -0.1 -0.60
C -1.81274 1.14404 0.76126 1.0 -1.8 1.2 -0.07
H -4.02292 -0.59019 2.70248 0.0 -0.1 0.2 0.31
H -3.21816 -1.98063 3.52572 0.0 0.3 -0.1 0.32
H -4.96130 -1.90030 3.46293 0.1 0.3 0.0 0.32
H -5.13831 -2.81637 1.41657 0.2 0.0 0.0 0.40
H -3.52304 -3.44482 1.64649 0.0 0.3 0.3 0.31
H -5.09434 -1.39232 -1.05457 -0.3 0.3 0.1 0.31
H -2.18163 -2.60963 -0.92237 -0.1 0.3 -0.1 0.34
H -1.52119 -1.69682 1.83355 0.1 0.0 -0.2 0.19
H -1.06203 -3.15924 0.99095 0.0 0.1 -0.3 0.33
H 0.21892 -2.70409 -0.93954 -0.1 0.3 -0.5 0.77
H 2.35769 -0.92008 0.08506 -0.4 -0.2 -0.4 0.46
H 2.29835 -0.88727 -1.67812 -0.1 -0.1 0.1 0.44
H 3.08392 -4.25552 0.52982 -0.1 0.0 0.0 0.29
H 1.60163 -4.33868 -0.10355 0.1 -0.1 0.2 0.26
H 2.96355 -3.08689 -2.88395 -0.2 -0.1 0.0 0.28
H 1.54178 -3.72635 -2.31515 0.1 0.0 -0.1 0.24
H 4.60612 -3.48093 -0.94126 0.3 0.2 0.0 0.34
H 4.41756 -2.20151 0.09469 0.0 0.1 -0.1 0.28
H 0.14805 0.36566 -1.36870 -0.2 -0.1 0.1 0.40
H -2.29730 -0.62022 -1.95576 -0.3 0.1 0.3 0.81
H -3.01800 1.45774 -2.37955 -0.1 0.1 0.1 0.49
H -3.49932 3.64764 -1.35715 0.1 -0.1 0.1 0.47
H -2.97155 4.16445 0.93431 0.2 -0.2 0.2 0.43
H -1.27159 0.41843 1.37482 -0.1 0.3 0.0 0.73
C 2.12171 4.27011 -4.56605 0.0 0.0 0.0 -0.54
C 2.23395 5.47497 -3.88536 -0.1 -0.1 -0.1 -0.42
C 1.12545 6.02726 -3.26248 0.1 0.2 0.1 -0.42
C -0.08442 5.35950 -3.32704 0.2 -0.1 -0.1 0.08
C -0.21344 4.16071 -4.00847 -0.1 -0.2 0.0 -0.22
C 0.89796 3.61550 -4.63114 0.1 0.1 0.1 -0.47
N -1.25540 5.92976 -2.64692 0.0 0.1 0.0 1.04
O -1.11841 6.98682 -2.07447 0.0 0.0 0.0 -0.59
O -2.29960 5.29962 -2.69214 0.0 -0.1 0.0 -0.63
H 2.99028 3.83923 -5.04720 0.0 0.0 0.0 0.40
H 3.18714 5.98352 -3.83768 0.0 0.0 0.0 0.39
H 1.21621 6.96520 -2.73367 -0.2 0.0 0.0 0.46
H -1.16414 3.64931 -4.05890 -0.1 0.2 0.1 0.48
H 0.81253 2.67850 -5.16575 0.0 0.0 0.0 0.44
C 1.47757 -1.09460 6.41347 0.0 0.0 0.0 -0.52
C 0.84420 -1.09167 5.17697 0.1 0.0 0.1 -0.48
C 1.59019 -0.97602 4.01543 -0.3 0.0 -0.1 0.20
C 2.96697 -0.86833 4.10953 -0.2 0.0 0.3 -0.18
C 3.61187 -0.86294 5.33370 0.2 0.0 0.1 -0.49
C 2.85885 -0.97639 6.49131 -0.1 0.0 -0.1 -0.50
N 3.75990 -0.76952 2.88064 0.0 0.0 0.0 0.95
O 3.15574 -0.75777 1.81837 0.2 0.1 0.4 -0.63
O 4.96390 -0.71071 2.98143 0.0 0.0 0.0 -0.60
H 0.89271 -1.19037 7.31924 0.0 0.0 0.0 0.40
H -0.23261 -1.18261 5.12018 0.0 0.0 0.0 0.42
H 1.09725 -0.97444 3.05280 0.2 0.0 -0.1 0.40
H 4.68694 -0.77390 5.39699 0.0 0.0 -0.2 0.47
H 3.34926 -0.97612 7.45506 0.0 0.0 0.0 0.39


no.,HOMO level (Ha),total energy (eV)
1,-0.12353,-89804.504
2,-0.43502,-67504.298